1.
The following is a DFT calculation (ωB97M-V/def2-TZVPD) of a 3-piece molecular cluster, C12H35O9P3 overall.

Summary:
HOMO	-9.30	eV
SMILES	COP(=O)(OC)OC.COP(=O)(OC)OC.CCCCO[PH3]CC
M	416.32	g mol⁻¹

ORCA input file:
```
! wB97M-V def2-TZVPD RIJCOSX def2/J DEFGRID3
* xyz 0 1
C -1.521 -6.794 -3.066
O -2.569 -6.875 -2.093
P -3.407 -5.577 -1.749
O -3.562 -4.628 -2.853
O -2.778 -4.953 -0.434
C -1.558 -4.200 -0.539
O -4.712 -6.251 -1.186
C -5.816 -5.390 -0.867
H -1.355 -7.803 -3.435
H -1.810 -6.144 -3.890
H -0.604 -6.425 -2.606
H -1.489 -3.709 -1.511
H -0.706 -4.865 -0.394
H -1.554 -3.442 0.235
H -6.400 -5.195 -1.764
H -5.474 -4.447 -0.442
H -6.422 -5.916 -0.135
C -0.416 5.451 1.415
O 0.355 5.924 0.303
P 1.862 5.469 0.154
O 2.165 4.132 0.668
O 2.757 6.625 0.778
C 2.854 6.738 2.202
O 2.064 5.712 -1.384
C 3.301 5.276 -1.971
H -1.461 5.534 1.131
H -0.176 4.411 1.635
H -0.233 6.069 2.294
H 2.765 5.762 2.680
H 2.080 7.411 2.570
H 3.831 7.156 2.430
H 3.231 4.222 -2.228
H 4.139 5.432 -1.291
H 3.449 5.871 -2.867
C 1.076 0.601 3.911
C 0.521 -0.821 3.986
C -0.122 -1.321 2.692
C 0.719 -1.068 1.457
O 0.079 -1.618 0.326
P 0.536 -0.811 -1.150
C 1.082 0.093 -2.722
C 1.305 1.577 -2.406
H 1.953 0.665 3.267
H 1.358 0.954 4.901
H 0.331 1.286 3.500
H 1.320 -1.504 4.283
H -0.236 -0.841 4.772
H -1.104 -0.865 2.561
H -0.265 -2.401 2.767
H 0.886 0.011 1.326
H 1.712 -1.521 1.587
H 1.884 -0.929 -0.748
H -0.110 -1.839 -1.847
H -0.260 0.281 -0.762
H 2.037 -0.351 -3.013
H 0.357 -0.049 -3.523
H 1.464 1.740 -1.336
H 2.189 1.958 -2.918
H 0.459 2.193 -2.704
*
```

***

2.
The following is a DFT calculation (ωB97M-V/def2-TZVPD) of C12H36BCaF4O6 as an isolated structure.

Summary:
HOMO	-11.72	eV
relative energy (zero: lowest compared OMol25 entry of this formula, charge and spin)	0.0000	eV
M	403.30	g mol⁻¹

ORCA input file:
```
! wB97M-V def2-TZVPD RIJCOSX def2/J DEFGRID3
* xyz 1 1
Ca 0.491 1.134 -1.709
B 1.214 0.837 1.092
F 1.272 2.029 0.279
F 2.381 0.695 1.825
F 0.089 0.853 1.869
F 1.167 -0.219 0.100
C 0.786 -2.759 -4.032
C 1.466 -1.425 -3.848
O 1.428 -0.983 -2.470
H -0.276 -2.745 -3.787
H 1.283 -3.519 -3.424
H 0.846 -3.097 -5.069
H 0.970 -0.649 -4.435
H 2.509 -1.492 -4.162
H 1.826 -1.656 -1.908
C -2.742 -0.152 3.040
C -4.013 0.514 3.480
O -4.984 0.311 2.438
H -1.973 -0.170 3.813
H -2.304 0.367 2.184
H -2.911 -1.189 2.743
H -3.860 1.581 3.662
H -4.358 0.051 4.412
H -5.838 0.614 2.756
C -1.462 -2.357 -0.655
C -1.861 -0.901 -0.588
O -1.422 -0.161 -1.777
H -1.764 -2.798 -1.610
H -1.894 -2.919 0.169
H -0.375 -2.473 -0.614
H -1.416 -0.412 0.274
H -2.948 -0.815 -0.528
H -1.888 -0.528 -2.536
C 0.087 -2.562 2.763
C 1.566 -2.749 2.471
O 2.401 -1.820 3.135
H -0.259 -1.569 2.458
H -0.169 -2.673 3.816
H -0.477 -3.307 2.187
H 1.696 -2.639 1.381
H 1.911 -3.737 2.765
H 2.164 -0.945 2.818
C 4.611 0.542 -0.839
C 3.922 1.855 -1.164
O 2.811 1.623 -2.099
H 3.871 -0.118 -0.386
H 5.441 0.687 -0.153
H 4.994 0.064 -1.745
H 4.583 2.596 -1.611
H 3.486 2.273 -0.263
H 3.239 1.494 -2.952
C -2.099 4.725 -0.642
C -1.164 3.689 -0.076
O -1.327 2.407 -0.744
H -2.070 4.748 -1.730
H -1.849 5.716 -0.260
H -3.125 4.546 -0.310
H -1.345 3.542 0.988
H -0.127 3.984 -0.206
H -2.211 2.060 -0.585
*
```